C20H9BrCl7MgN3O2S4 | ωB97M-V/def2-TZVPD

Net charge   -2

```
47
C20H9BrCl7MgN3O2S4 (ωB97M-V/def2-TZVPD)
Br -3.46 5.48 3.72
Cl -4.21 -0.17 -0.17
Cl 0.87 -4.92 -2.35
Cl 3.70 -6.33 -1.91
Cl -3.61 -3.56 0.86
Cl 5.81 -5.10 0.12
Cl -4.16 -1.79 3.06
Cl 5.16 -2.27 1.46
S 2.10 2.95 0.68
S 0.89 2.96 3.76
S 0.96 1.08 3.37
S 1.44 4.13 2.17
Mg 0.90 -0.46 0.32
O 0.76 -2.25 -0.72
O 2.50 -1.34 0.86
N 0.69 0.30 -1.74
N -0.76 1.43 0.18
N -0.88 -1.11 1.47
C -1.20 3.60 0.84
C -3.17 -2.13 1.66
C 3.35 -4.88 -1.03
C -1.23 1.50 -1.00
C 1.34 -0.32 -2.75
C -2.56 4.17 2.65
C -1.89 -1.66 1.56
C 0.95 -0.23 -4.08
C -1.84 4.57 1.60
C 2.09 -4.21 -1.29
C -1.01 0.91 -3.37
C 2.80 -2.46 0.26
C -0.46 0.91 -2.09
C -0.31 0.28 -4.39
C 4.26 -4.34 -0.17
C -2.77 2.86 2.93
C 3.99 -3.11 0.47
C -2.21 1.87 2.17
C 1.80 -3.01 -0.61
C -1.43 2.28 1.12
H -3.36 2.56 3.79
H -2.16 2.03 -1.27
H -2.02 1.28 -3.42
H -1.62 5.61 1.40
H -0.73 0.09 -5.33
H 1.51 -0.84 -4.79
H -0.53 3.79 0.05
H 2.16 -0.95 -2.41
H -2.46 0.84 2.34
```


C14H27AuCl2N2O2P2 | ωB97M-V/def2-TZVPD

Net charge   +2
Multiplicity   3

```
50
C14H27AuCl2N2O2P2 (ωB97M-V/def2-TZVPD)
Au -0.35 0.02 -1.57
Cl -2.69 -0.25 0.03
Cl -2.20 -0.17 -2.73
P -0.18 -2.27 -0.60
P -0.49 2.40 -1.10
O 2.32 -0.09 -2.43
O -1.97 -1.40 3.97
N -0.70 -0.58 5.68
N 0.31 0.21 0.91
C 0.81 3.27 -0.12
C -0.06 -0.21 3.32
C 1.65 0.42 1.27
C -0.45 -0.03 2.00
C 1.25 -2.82 0.30
C -0.14 -3.33 -2.08
C -0.99 -0.76 4.31
C 1.17 0.03 -4.78
C 1.53 0.12 -3.29
C -1.56 -3.03 0.36
C 2.12 0.38 2.59
C -2.01 3.12 -0.30
C -0.40 3.23 -2.69
C 1.30 0.05 3.68
H 2.36 0.62 0.48
H 0.47 2.88 -3.22
H -1.28 3.01 -3.26
H 0.74 4.35 -0.35
H -1.54 -2.64 1.39
H -0.06 0.13 5.93
H 1.71 0.00 4.70
H 1.35 -3.90 0.23
H -2.88 2.65 -0.74
H 0.73 -3.06 -2.72
H 1.17 -2.56 1.34
H -0.32 4.29 -2.49
H 0.71 -0.93 -5.15
H -1.36 -0.85 6.30
H -1.08 -3.25 -2.69
H 2.15 -2.37 -0.10
H -0.02 -4.39 -1.70
H -2.52 -2.70 -0.08
H 1.81 2.89 -0.41
H 0.51 0.84 -5.19
H -1.51 -4.13 0.39
H 2.22 0.14 -5.20
H -1.98 2.89 0.76
H 3.22 0.60 2.76
H 0.65 3.11 0.97
H -2.01 4.20 -0.44
H -1.51 -0.13 1.76
```


Number 1: E -235941.5076 eV. Number 2: E -69327.6235 eV.